Computed, not measured: a 9-piece molecular cluster, C36H99N9O9 overall at a distorted geometry, with the ωB97M-V functional and the def2-TZVPD basis.

Properties
M = 802.2 g mol⁻¹
2S+1 = 2
lowest unoccupied orbital energy (alpha / beta) = 2.02 / 1.97 eV
total charge = -1
energy above the lowest of the compared OMol25 structures with the same formula, charge and spin = 0.768 eV
gap between HOMO and LUMO (alpha / beta) = 1.3 / 8.6 eV

Last column: Löwdin spin population.
Cartesian coordinates (Å):
1 C -11.809 3.957 8.419  0.006
2 C -11.979 3.006 9.607  0.003
3 C -13.349 2.394 9.732  0.012
4 O -13.420 1.546 10.950  0.009
5 C -14.770 1.097 11.255  0.048
6 N -11.019 1.934 9.512  0.001
7 H -10.814 4.390 8.325  0.001
8 H -12.414 4.863 8.456  0.001
9 H -12.119 3.460 7.499  0.001
10 H -11.756 3.451 10.577  0.001
11 H -13.652 1.717 8.933  0.006
12 H -14.000 3.255 9.888  0.004
13 H -15.376 1.934 11.602  0.008
14 H -14.717 0.487 12.157  0.005
15 H -15.310 0.509 10.512  0.037
16 H -11.262 1.398 10.333  0.000
17 H -10.029 2.126 9.567  0.001
18 C -16.459 -3.343 19.019  0.009
19 C -15.978 -2.170 19.896  0.002
20 C -14.849 -2.622 20.853  0.004
21 O -14.387 -1.618 21.779  0.001
22 C -13.122 -1.725 22.440  0.005
23 N -15.587 -1.076 19.016  0.001
24 H -16.948 -4.079 19.657  0.002
25 H -15.637 -3.773 18.447  0.004
26 H -17.126 -2.908 18.274  0.001
27 H -16.815 -1.865 20.524  0.000
28 H -14.039 -2.891 20.174  0.001
29 H -15.297 -3.511 21.298  0.001
30 H -13.157 -2.556 23.144  0.001
31 H -12.857 -0.761 22.873  0.001
32 H -12.355 -1.858 21.677  0.001
33 H -15.183 -0.346 19.585  0.000
34 H -14.815 -1.420 18.462  0.000
35 C -14.945 -3.046 14.172  0.022
36 C -14.987 -2.611 15.649  0.008
37 C -13.518 -2.091 16.057  0.007
38 O -13.482 -1.734 17.443  0.008
39 C -12.188 -1.540 17.892  0.009
40 N -16.090 -1.773 16.004  0.002
41 H -15.873 -3.529 13.867  0.009
42 H -14.160 -3.758 13.917  0.002
43 H -14.789 -2.167 13.546  0.010
44 H -15.115 -3.527 16.226  0.004
45 H -13.288 -1.134 15.589  0.001
46 H -12.736 -2.811 15.812  0.005
47 H -11.484 -2.368 17.812  0.008
48 H -12.179 -1.428 18.977  0.001
49 H -11.689 -0.615 17.604  0.001
50 H -16.080 -0.856 15.580  0.001
51 H -15.961 -1.566 16.985  0.000
52 C -18.532 -9.459 12.904  0.005
53 C -17.269 -9.657 13.718  0.003
54 C -16.516 -8.368 14.090  0.015
55 O -16.061 -7.706 12.918  0.023
56 C -15.744 -6.347 13.248  0.038
57 N -17.589 -10.473 14.862  0.001
58 H -19.316 -9.050 13.541  0.001
59 H -18.796 -10.424 12.471  0.001
60 H -18.434 -8.764 12.069  0.001
61 H -16.603 -10.180 13.032  0.000
62 H -15.627 -8.752 14.590  0.005
63 H -17.019 -7.697 14.786  0.004
64 H -15.222 -6.168 14.188  0.010
65 H -16.673 -5.780 13.296  0.004
66 H -15.167 -5.846 12.470  0.015
67 H -18.003 -9.946 15.617  0.002
68 H -18.210 -11.231 14.619  0.000
69 C -10.356 -0.369 14.426  0.005
70 C -11.324 0.518 13.650  0.001
71 C -10.865 1.985 13.643  0.002
72 O -10.782 2.386 14.998  0.002
73 C -10.298 3.740 15.208  0.016
74 N -11.507 0.054 12.307  0.001
75 H -10.660 -1.402 14.252  0.001
76 H -10.322 -0.160 15.495  0.001
77 H -9.332 -0.321 14.055  0.002
78 H -12.314 0.378 14.084  0.001
79 H -11.599 2.614 13.141  0.001
80 H -9.937 2.173 13.104  0.001
81 H -10.076 3.810 16.273  0.003
82 H -11.155 4.304 14.842  0.004
83 H -9.370 3.956 14.679  0.003
84 H -12.233 0.613 11.882  0.000
85 H -11.797 -0.913 12.335  0.000
86 C -20.446 -6.413 12.142  0.009
87 C -20.728 -4.906 12.504  0.011
88 C -19.611 -4.209 13.351  0.035
89 O -19.846 -4.484 14.731  0.004
90 C -18.769 -4.045 15.534  0.012
91 N -20.839 -4.316 11.190  0.013
92 H -21.142 -6.773 11.384  0.001
93 H -20.484 -7.038 13.034  0.000
94 H -19.507 -6.488 11.594  0.005
95 H -21.696 -4.798 12.993  0.001
96 H -19.653 -3.121 13.298  0.019
97 H -18.601 -4.366 12.971  0.016
98 H -18.813 -2.959 15.621  0.003
99 H -17.780 -4.444 15.308  0.003
100 H -18.963 -4.324 16.569  0.002
101 H -20.753 -3.316 11.071  0.020
102 H -20.169 -4.638 10.507  0.019
103 C -13.496 1.850 16.769  0.002
104 C -14.753 2.731 16.846  0.005
105 C -16.031 1.950 16.417  0.003
106 O -15.988 1.510 15.081  0.008
107 C -17.214 1.018 14.552  0.044
108 N -14.895 3.144 18.226  0.002
109 H -13.615 1.051 17.500  0.000
110 H -12.640 2.456 17.068  0.001
111 H -13.382 1.406 15.781  0.000
112 H -14.548 3.587 16.203  0.003
113 H -16.873 2.636 16.508  0.001
114 H -16.307 1.211 17.169  0.000
115 H -17.048 0.062 14.055  0.019
116 H -17.663 1.723 13.852  0.015
117 H -17.935 0.780 15.334  0.007
118 H -14.882 2.269 18.730  0.001
119 H -14.064 3.631 18.529  0.003
120 C -9.689 0.774 21.919  0.005
121 C -10.049 1.789 20.826  0.005
122 C -9.481 1.501 19.463  0.004
123 O -8.118 1.787 19.436  0.002
124 C -7.442 1.416 18.255  0.009
125 N -11.499 1.873 20.739  0.003
126 H -9.954 1.194 22.890  0.001
127 H -8.620 0.565 21.950  0.001
128 H -10.275 -0.144 21.972  0.001
129 H -9.638 2.729 21.195  0.002
130 H -9.888 2.189 18.722  0.001
131 H -9.670 0.511 19.048  0.001
132 H -7.778 1.777 17.283  0.002
133 H -7.425 0.326 18.227  0.003
134 H -6.417 1.771 18.360  0.001
135 H -11.943 2.110 21.614  0.003
136 H -11.752 2.643 20.136  0.003
137 C -13.549 -1.668 9.727  0.053
138 C -12.196 -2.228 9.530  0.005
139 C -11.890 -3.442 10.469  0.015
140 O -11.761 -3.020 11.878  0.005
141 C -11.786 -4.102 12.782  0.028
142 N -12.129 -2.672 8.127  0.005
143 H -13.728 -0.717 9.227  0.006
144 H -13.817 -1.741 10.781  0.008
145 H -14.272 -2.340 9.264  0.039
146 H -11.473 -1.487 9.869  0.000
147 H -11.014 -4.032 10.199  0.003
148 H -12.700 -4.165 10.376  0.013
149 H -10.962 -4.775 12.542  0.006
150 H -12.747 -4.595 12.636  0.005
151 H -11.621 -3.847 13.828  0.007
152 H -12.234 -1.789 7.648  0.004
153 H -12.949 -3.234 7.951  0.009

Computed, not measured: C2H6N2S as an isolated structure at a distorted geometry, with the ωB97M-V functional and the def2-TZVPD basis.

Properties
M = 90.2 g mol⁻¹
lowest unoccupied orbital energy = 0.76 eV
total charge = 0
energy above the lowest of the compared OMol25 structures with the same formula, charge and spin = 3.624 eV
gap between HOMO and LUMO = 9.3 eV

Last column: natural (NBO) charge in e.
Cartesian coordinates (Å):
1 C -1.737 -0.482 0.167  -0.432
2 C 0.402 0.636 -0.025  0.260
3 H -1.845 0.566 -0.031  0.173
4 H -2.113 -0.590 1.258  0.209
5 H -2.314 -1.130 -0.599  0.211
6 H -0.238 1.485 0.200  0.160
7 H 2.361 1.582 -0.463  0.432
8 H 1.336 -1.633 -0.562  0.246
9 N -0.254 -0.590 -0.164  -0.528
10 N 1.769 0.849 0.092  -0.747
11 S 2.633 -0.693 0.128  0.015

Computed, not measured: a 2-piece molecular cluster, C4H7Cl3N2O2PS overall at a distorted geometry, with the ωB97M-V functional and the def2-TZVPD basis.

Properties
M = 284.5 g mol⁻¹
lowest unoccupied orbital energy (alpha / beta) = -6.07 / -4.70 eV
total charge = +1
energy above the lowest of the compared OMol25 structures with the same formula, charge and spin = 0.502 eV
gap between HOMO and LUMO (alpha / beta) = 5.6 / 8.4 eV

Last column: natural (NBO) charge in e.
Cartesian coordinates (Å):
1 C 0.229 -0.517 -1.078  0.341
2 C -1.099 1.542 0.141  0.402
3 C 0.230 -2.985 -1.505  -0.690
4 C -0.306 -1.651 -1.747  0.001
5 N -1.046 0.620 1.064  -0.751
6 N -1.508 2.743 0.423  -0.727
7 O 1.227 -0.259 -0.410  -0.502
8 O 1.283 2.088 1.814  -1.053
9 P 2.093 0.889 1.701  1.528
10 S -0.790 1.090 -1.519  0.210
11 Cl -1.602 -1.519 -2.843  0.168
12 Cl 3.870 1.166 0.807  -0.202
13 Cl 2.337 -0.047 3.476  -0.225
14 H -0.447 -3.679 -2.022  0.255
15 H 0.106 -3.258 -0.551  0.247
16 H 1.290 -3.171 -1.927  0.280
17 H -1.635 0.848 1.937  0.416
18 H -1.100 -0.350 0.951  0.426
19 H -1.470 2.859 1.423  0.416
20 H -1.663 3.592 -0.137  0.462

Computed, not measured: a 4-piece molecular cluster, C4H12O3 overall at a distorted geometry, with the ωB97M-V functional and the def2-TZVPD basis.

Properties
M = 108.1 g mol⁻¹
lowest unoccupied orbital energy = 0.44 eV
total charge = 0
energy above the lowest of the compared OMol25 structures with the same formula, charge and spin = 3.025 eV
gap between HOMO and LUMO = 9.5 eV

Last column: natural (NBO) charge in e.
Cartesian coordinates (Å):
1 C -1.315 4.722 2.419  -0.419
2 C -2.027 3.730 1.889  -0.177
3 C -2.014 3.306 0.476  -0.239
4 C -2.882 2.296 0.112  -0.359
5 H -0.746 5.398 1.774  0.184
6 H -1.992 5.259 3.054  0.202
7 H -2.718 3.352 2.580  0.194
8 H -1.612 4.047 -0.278  0.217
9 H -3.161 2.151 -0.906  0.199
10 H -3.413 1.683 0.917  0.198
11 O -0.324 -1.986 0.490  -0.959
12 H -0.126 -1.520 1.341  0.481
13 H -0.913 -1.471 -0.083  0.478
14 O 1.932 -5.465 -1.475  -0.925
15 H 2.824 -5.432 -1.969  0.452
16 H 1.811 -4.511 -1.383  0.473
17 O 4.665 -3.310 -2.560  -0.942
18 H 4.596 -2.954 -3.497  0.481
19 H 4.685 -4.230 -2.563  0.462

Computed, not measured: a 2-piece molecular cluster, C2H9N3O overall at a distorted geometry, with the ωB97M-V functional and the def2-TZVPD basis.

Properties
M = 91.1 g mol⁻¹
2S+1 = 2
lowest unoccupied orbital energy (alpha / beta) = 3.57 / 3.51 eV
total charge = -1
energy above the lowest of the compared OMol25 structures with the same formula, charge and spin = 0.264 eV
gap between HOMO and LUMO (alpha / beta) = 2.5 / 8.3 eV

Last column: natural (NBO) charge in e.
Cartesian coordinates (Å):
1 C -0.524 1.446 0.377  -0.573
2 N 0.758 0.950 -0.075  -0.698
3 C 1.296 -0.190 0.497  0.349
4 N 2.693 -0.094 0.652  -1.036
5 N 0.507 -1.052 1.031  -0.837
6 H -0.903 0.850 1.186  0.227
7 H -1.189 1.498 -0.484  0.166
8 H -0.472 2.470 0.761  0.168
9 H 1.472 1.554 -0.449  0.344
10 H 2.936 0.868 0.935  0.267
11 H 3.020 -0.740 1.369  0.339
12 H 1.040 -1.881 1.281  0.322
13 H -2.792 -1.924 -2.198  0.470
14 H -4.168 -1.468 -2.514  0.450
15 O -3.673 -2.289 -2.371  -0.958